1.
# C19H34Br2FN3O6PS2

2 unconnected molecules or ions with the total composition C19H34Br2FN3O6PS2 in a non-equilibrium geometry (wB97M-V/def2-TZVPD, the Open Molecules 2025 dataset).

XYZ file:
```
68
Properties=species:S:1:pos:R:3:forces:R:3
Br -5.025 1.444 1.834 0.4 -0.2 0.9
Br -4.660 1.816 -1.097 0.2 -0.3 -1.0
S -1.303 -3.440 2.473 -0.1 0.6 -0.6
S 3.837 -2.930 -0.115 -1.2 -1.0 0.5
P -1.203 -3.459 0.579 0.3 -1.3 3.2
F -2.269 -1.752 -2.969 0.3 -0.2 0.4
O 5.341 -2.469 0.077 -0.2 0.1 -0.1
O -0.615 -0.097 1.764 0.4 -0.2 -0.3
O -1.907 -4.790 0.042 0.4 0.7 -1.3
O 0.273 -3.477 0.019 -0.6 0.3 -1.2
O 3.746 -4.246 -0.621 0.6 -1.0 -1.3
O 3.185 -2.790 1.147 -0.1 1.2 0.7
N -2.202 -2.220 -0.211 0.2 0.0 -0.4
N -0.592 -0.605 -0.489 0.8 0.2 0.0
N -2.839 -0.217 -1.272 -0.5 -1.2 0.5
C 4.503 3.349 0.664 0.0 -0.1 0.0
C 3.145 -1.826 -1.339 0.5 0.8 0.4
C 2.269 -0.777 -0.661 0.7 0.2 -0.3
C 4.858 4.574 0.116 0.0 0.0 0.0
C -3.880 0.027 1.067 -1.6 0.2 -0.2
C 3.878 5.504 -0.199 0.0 0.0 0.0
C 2.186 3.990 0.584 0.0 -0.1 0.0
C -3.168 -0.756 -2.614 -0.3 0.7 -1.6
C -1.885 -1.038 -0.626 -0.1 -0.1 -0.1
C -0.485 0.471 0.489 -0.4 0.2 1.2
C 0.010 -0.230 -1.792 0.5 0.0 -0.2
C -0.278 0.855 2.772 -0.4 -0.2 0.8
C 2.541 5.212 0.031 0.0 0.0 0.0
C 3.167 3.060 0.901 -0.1 -0.1 0.0
C -4.067 0.033 -0.495 0.3 1.7 0.8
C -3.168 0.292 -3.716 -0.4 -0.5 0.4
C -0.122 0.155 4.110 -0.1 0.0 -0.1
C -4.422 -1.277 1.682 0.4 -0.3 -0.7
C 1.510 0.076 -1.679 -0.6 0.4 0.8
H -4.903 -0.619 -0.724 0.0 -0.2 -0.3
H -5.223 -1.082 2.371 -0.1 0.0 0.4
H 3.979 -1.313 -1.809 0.2 -0.1 -0.2
H 2.887 2.106 1.337 0.0 0.0 0.0
H -2.885 0.278 1.401 0.3 0.0 -0.1
H -4.870 -1.897 0.904 -0.1 -0.1 -0.1
H -3.173 -2.493 -0.359 0.0 -0.2 0.1
H 1.936 0.040 -2.676 0.1 -0.2 -0.2
H -1.461 -5.116 -0.760 -0.5 -0.3 0.1
H -0.669 -0.777 4.112 -0.2 -0.3 -0.1
H 0.335 -3.825 -0.889 0.4 0.2 0.2
H 5.268 2.623 0.907 0.0 0.0 0.0
H -1.093 1.576 2.846 0.0 0.3 -0.2
H -0.538 0.770 4.901 0.1 0.1 0.2
H 5.900 4.803 -0.065 0.0 0.0 0.0
H -1.275 1.232 0.389 0.0 0.1 -0.5
H 0.660 1.368 2.556 0.0 0.1 -0.5
H 0.916 -0.066 4.324 0.1 -0.1 0.1
H 4.156 6.459 -0.624 0.0 0.0 0.0
H 1.595 1.114 -1.373 0.2 0.2 0.0
H 0.480 0.972 0.447 0.2 -0.1 -0.6
H -0.107 -1.070 -2.463 -0.3 -0.1 -0.1
H -3.642 -1.872 2.140 0.1 0.0 0.3
H -4.186 0.647 -3.799 -0.1 0.5 0.0
H 5.496 -2.607 1.031 0.2 0.2 -0.2
H 1.777 5.936 -0.218 0.0 0.0 0.0
H -2.489 1.107 -3.512 0.2 0.1 -0.1
H 1.142 3.763 0.768 0.0 0.0 0.0
H -4.149 -1.227 -2.639 -0.1 -0.2 0.5
H -2.964 -0.221 -4.648 0.3 0.0 -0.2
H 2.626 -2.377 -2.113 0.0 -0.6 0.1
H -0.496 0.650 -2.191 -0.1 0.0 -0.3
H 1.650 -1.221 0.105 -0.3 -0.1 0.0
H 2.960 -0.126 -0.134 0.0 0.2 0.2
```
Forces are in eV/Å.

## Properties
Strongest force on any atom ... 3.44 eV/Å
HOMO-LUMO gap ... 6.96 eV
DFT total energy ... -210764.7765 eV
Charge ... +1
HOMO ... -11.5312 eV

---

2.
# C19H34CdN11O6

A molecular structure, C19H34CdN11O6 in a non-equilibrium geometry (wB97M-V/def2-TZVPD, the Open Molecules 2025 dataset).

XYZ file:
```
71
Properties=species:S:1:pos:R:3:forces:R:3
Cd -3.012 5.412 0.798 0.1 -0.3 0.0
O 0.515 6.940 -1.658 -2.7 -0.7 1.7
O -5.314 2.140 -1.972 1.7 2.7 1.7
O -6.511 3.699 3.592 2.1 0.1 -1.7
O 1.410 1.150 0.664 2.5 0.4 0.2
O -0.334 2.072 1.422 -0.2 0.2 0.7
O -0.382 0.111 0.554 -0.7 -0.2 0.6
N 0.249 1.102 0.941 -1.7 -0.2 -1.6
N -0.248 -0.945 -5.145 -0.1 -0.6 -1.4
N 2.606 6.237 -1.929 2.6 -3.3 0.7
N -4.878 -4.233 3.180 -0.9 -1.6 1.3
N -8.365 4.206 4.651 -2.8 2.3 1.2
N -7.724 2.146 4.642 -0.2 -4.8 1.0
N -6.008 0.217 -2.493 0.5 -6.7 -0.5
N 1.952 8.012 -2.847 1.4 7.1 -5.2
N -7.418 1.867 -2.745 -1.6 0.6 0.0
N 11.077 1.756 1.941 0.1 -1.0 -0.8
N 6.701 -4.923 -1.837 -4.6 -0.3 2.4
C 4.364 -5.001 -0.528 0.1 -0.4 0.5
C 4.160 -6.008 0.696 1.6 -1.0 -0.7
C -6.617 -5.431 3.780 -3.8 -2.8 0.1
C 1.608 7.027 -2.144 -2.2 -2.0 2.4
C -7.467 3.341 4.222 0.6 2.4 0.1
C 8.993 2.419 1.631 0.3 0.2 0.3
C -6.165 -4.629 2.863 2.5 4.1 -3.3
C -5.660 -5.738 4.694 2.5 0.8 1.0
C 5.651 -4.985 -1.269 4.4 -0.4 -1.5
C 10.987 2.947 2.559 -1.0 1.4 -0.5
C -0.714 -1.332 -7.313 0.8 -0.6 -0.6
C 9.676 3.455 2.366 0.8 -2.1 -0.5
C 9.895 1.389 1.334 0.2 1.4 0.8
C -6.224 1.441 -2.314 -0.3 4.3 -0.9
C -0.029 -0.131 -7.232 0.0 1.6 1.0
C 0.162 0.145 -5.876 0.5 -0.6 0.6
C 5.275 -6.084 1.788 -0.4 0.2 -1.2
C -4.542 -4.941 4.341 -0.1 0.4 -0.5
C -0.706 -1.894 -6.052 -1.2 0.4 0.6
H 3.635 -5.299 -1.282 -0.3 0.4 0.1
H 3.144 -6.075 1.084 0.0 1.0 0.0
H 2.415 7.904 -3.738 0.2 0.0 0.3
H -3.569 -4.729 4.758 -0.2 -0.4 0.3
H -0.252 -1.042 -4.140 0.1 0.1 -0.3
H -9.076 3.890 5.295 0.0 0.4 -0.3
H 9.892 0.503 0.717 -0.4 0.1 0.2
H 7.932 2.400 1.433 0.1 0.1 -0.3
H 2.457 5.428 -1.343 0.5 0.0 -0.4
H -7.910 1.208 -3.332 -0.4 0.8 0.0
H -8.407 1.987 5.369 0.3 -0.1 -0.3
H 11.933 1.251 1.766 -0.1 0.2 0.3
H 5.261 -5.218 2.450 0.2 -0.3 0.1
H 1.358 8.829 -2.823 -0.2 -0.4 -0.2
H -5.132 -0.072 -2.082 -0.4 -0.7 -0.3
H -7.566 2.866 -2.769 -0.2 -0.4 -0.3
H -6.486 -4.139 1.955 -0.9 -0.5 0.1
H -8.292 5.203 4.510 0.3 -0.5 -0.1
H 4.254 -3.947 -0.272 -0.5 0.0 0.2
H 6.224 -6.179 1.260 0.2 0.6 0.0
H 4.233 -6.993 0.236 0.0 -0.1 -0.4
H 9.263 4.410 2.655 0.2 -0.2 0.2
H -1.148 -2.838 -5.768 0.2 0.1 0.3
H 0.665 0.939 -5.344 -0.1 0.2 -0.3
H -6.800 -0.374 -2.704 0.7 -0.6 0.3
H -7.569 -5.930 3.677 -0.1 0.1 0.3
H -4.392 -3.560 2.605 0.4 -0.3 0.6
H 3.446 6.470 -2.439 0.2 -0.7 0.7
H -1.055 -1.752 -8.248 0.0 -0.3 0.3
H -7.016 1.438 4.508 -0.2 0.1 0.0
H 11.888 3.417 2.925 -0.2 0.0 0.2
H 0.299 0.547 -8.007 -0.3 -0.2 -0.1
H -5.855 -6.453 5.479 0.7 0.2 0.2
H 5.261 -7.046 2.302 -0.6 0.3 0.4
```
Forces are in eV/Å.

## Properties
Strongest force on any atom ... 8.91 eV/Å
HOMO-LUMO gap ... 1.17 eV
DFT total energy ... -53476.5935 eV
Charge ... +1
HOMO ... -9.7020 eV

---

3.
# C19H34FeN2O7S2Si

A molecular structure, C19H34FeN2O7S2Si in a non-equilibrium geometry (wB97M-V/def2-TZVPD, the Open Molecules 2025 dataset).

XYZ file:
```
66
Properties=species:S:1:pos:R:3:forces:R:3
Fe -2.198 -0.462 0.314 1.4 0.6 0.5
S -4.011 -0.058 -1.124 0.3 0.1 -0.1
S -4.865 -1.064 0.464 -1.1 0.0 -0.2
Si -0.120 1.010 -0.951 -0.5 -0.2 0.0
O -0.753 -2.169 0.197 -0.4 0.0 -0.2
O -0.935 -1.165 2.137 -0.2 0.1 0.1
O 2.404 -2.415 5.557 -0.2 0.3 -0.1
O -5.967 -1.860 -0.010 0.1 -0.1 0.0
O -5.242 -0.046 1.442 0.0 0.0 0.2
O -3.704 -1.864 0.946 0.3 -0.1 0.2
O 3.525 -4.225 5.365 0.1 -0.2 -0.1
N 2.698 -3.429 4.959 0.3 0.1 0.8
N -2.674 1.094 1.981 -0.1 -0.7 -0.1
C -0.020 3.657 -2.136 -0.1 0.0 0.0
C -2.006 3.190 -0.694 0.1 -0.1 0.0
C 2.530 2.113 -0.491 0.0 0.0 0.0
C 0.613 -0.116 -2.385 0.0 0.3 0.1
C 0.477 -3.079 2.003 0.1 -0.1 -0.1
C 1.738 -5.120 1.800 -0.1 0.0 -0.1
C 1.750 0.461 1.194 0.0 -0.1 -0.1
C 0.806 -4.228 1.289 0.0 0.0 0.1
C 0.790 2.725 1.192 0.0 -0.1 -0.1
C -0.521 -0.946 -3.003 0.1 0.0 0.1
C 1.282 0.726 -3.483 0.0 -0.1 0.0
C 1.302 1.604 0.278 -0.2 -0.1 -0.3
C -1.860 2.214 -2.953 0.1 0.0 0.1
C -0.479 -2.084 1.422 -0.1 0.2 -0.2
C 2.363 -4.866 3.006 0.2 0.1 0.4
C 1.665 -1.099 -1.855 -0.1 0.1 0.0
C 2.030 -3.713 3.712 -0.6 -0.2 -1.1
C -1.035 2.582 -1.715 0.4 -0.1 0.0
C 1.080 -2.826 3.222 0.2 0.0 0.4
H -1.504 3.505 0.222 -0.1 0.0 0.0
H 0.326 -4.405 0.336 0.0 0.0 0.0
H -2.404 3.102 -3.296 0.0 0.0 0.0
H -2.223 0.664 2.783 0.0 0.0 -0.1
H 1.708 0.056 -4.241 0.0 0.0 0.0
H 3.276 2.486 0.222 0.0 0.0 0.0
H -0.549 4.491 -2.613 0.0 0.0 0.0
H -0.994 -1.570 -2.245 0.0 -0.1 0.0
H 2.281 2.928 -1.173 0.1 -0.1 0.0
H -0.123 2.415 1.705 0.0 0.1 0.1
H 2.098 -0.412 0.638 0.0 0.0 0.1
H 2.544 -0.586 -1.457 0.0 -0.1 0.0
H -2.623 2.099 2.079 0.1 0.0 -0.3
H 0.592 3.648 0.647 0.0 0.0 0.1
H 2.575 0.806 1.829 0.0 0.0 0.0
H -3.667 0.817 1.995 -0.1 0.1 0.1
H -2.788 2.473 -0.440 0.0 0.0 0.0
H 0.528 4.058 -1.283 0.0 0.0 -0.1
H -0.110 -1.605 -3.777 0.0 0.0 0.0
H -2.487 4.073 -1.133 0.0 0.0 0.0
H -2.597 1.448 -2.723 -0.1 -0.1 -0.1
H 3.108 -5.533 3.413 0.0 0.0 0.0
H 0.936 0.143 1.842 0.0 0.0 0.1
H 0.572 1.382 -3.987 0.1 0.0 0.0
H 1.550 2.945 1.951 0.0 0.0 0.0
H 1.242 -1.738 -1.085 0.0 -0.1 0.1
H 2.004 -1.740 -2.678 0.0 0.0 0.0
H 0.704 3.267 -2.855 0.0 0.1 0.0
H 1.983 -6.017 1.246 0.0 0.0 0.0
H -1.236 1.875 -3.779 -0.1 0.0 0.0
H -1.292 -0.329 -3.461 0.0 0.0 0.0
H 0.821 -1.943 3.788 0.0 0.0 -0.1
H 2.093 1.339 -3.084 0.0 0.0 -0.1
H 2.997 1.314 -1.069 0.0 0.1 0.0
```
Forces are in eV/Å.

## Properties
Strongest force on any atom ... 1.61 eV/Å
Multiplicity ... 6
HOMO-LUMO gap (spin up / spin down) ... 5.70 / 6.86 eV
DFT total energy ... -101504.8475 eV
Expectation value of S² ... 8.76
Charge ... -1
HOMO (spin up / spin down) ... -4.3612 / -5.5216 eV
Energy relative to the best compared isomer or geometry (same formula, charge and spin) ... 8.9 kcal per mole

---

4.
# C19H34O8

C19H34O8 in the gas phase (wB97M-V/def2-TZVPD, the Open Molecules 2025 dataset).

XYZ file:
```
61
Properties=species:S:1:pos:R:3:forces:R:3
O 5.086 2.599 -1.880 0.4 0.1 0.0
O -2.463 -2.190 -0.003 0.1 0.0 0.2
O -1.584 -0.710 1.491 0.1 -0.2 0.1
O -2.022 -0.250 5.064 -0.1 0.2 0.3
O 2.080 -0.455 -0.304 0.1 -0.2 0.2
O -4.099 -3.307 2.014 -0.3 -0.1 0.0
O -3.172 -2.822 4.668 0.0 -0.2 0.2
O 0.756 -0.145 2.469 0.4 -0.5 -0.1
C 1.625 1.881 -0.516 0.2 0.0 0.1
C -3.072 -1.887 3.623 0.2 0.2 -0.6
C 1.423 1.009 -3.705 0.1 0.0 0.2
C -0.571 -1.008 -0.952 -0.1 -0.1 -0.1
C 0.772 3.037 -1.039 0.1 -0.2 0.1
C 3.112 2.251 -0.507 0.0 0.1 -0.2
C 3.733 2.192 -1.902 -0.3 -0.3 0.2
C -2.955 -0.275 -1.474 0.1 -0.4 0.2
C -2.929 -2.571 2.264 0.4 0.5 0.0
C -0.301 0.707 2.828 -0.6 0.3 -0.1
C 2.153 -1.200 -2.900 0.0 0.2 0.1
C 1.436 0.476 -1.163 -0.3 0.3 -0.2
C 2.136 0.295 -2.554 0.2 -0.3 0.1
C -1.847 -1.003 3.895 -0.3 -0.5 -0.5
C -2.007 -1.421 -1.131 -0.1 0.2 -0.3
C -1.644 -0.028 2.729 0.2 0.2 0.6
C 3.591 0.772 -2.450 -0.1 0.3 0.0
C -0.036 0.150 -1.302 0.2 -0.2 0.1
C -2.696 -1.506 1.180 -0.5 -0.2 0.4
H 1.002 3.926 -0.455 0.0 0.1 0.0
H 2.715 -1.357 -3.819 0.1 0.0 -0.1
H 1.854 -0.241 0.611 0.0 0.1 0.0
H -2.725 0.100 -2.467 0.0 0.1 -0.1
H 0.054 -1.777 -0.518 0.2 -0.1 0.0
H -0.139 1.046 3.852 -0.1 0.0 -0.1
H 0.384 -0.772 1.829 0.0 0.0 0.0
H -3.600 -0.864 1.110 0.2 -0.1 -0.1
H 3.253 2.915 -2.567 -0.1 -0.1 0.0
H -3.974 -1.253 3.600 0.1 0.0 0.0
H -2.047 -2.172 -1.933 0.0 0.2 0.1
H -4.054 -3.628 1.105 0.0 -0.1 0.0
H 1.400 2.085 -3.583 0.0 0.2 -0.1
H 3.243 3.251 -0.089 0.0 0.0 0.0
H -3.982 -0.633 -1.469 -0.1 0.0 0.0
H 1.141 -1.570 -3.042 -0.1 -0.1 -0.1
H -3.829 -3.478 4.404 0.0 0.0 0.1
H -0.328 1.576 2.155 0.0 0.0 0.1
H 1.327 1.747 0.534 0.0 -0.1 -0.1
H -2.293 -0.866 5.758 0.0 0.1 0.0
H 4.061 0.718 -3.434 0.0 0.0 0.0
H 2.620 -1.768 -2.102 0.1 -0.1 0.0
H 0.404 0.647 -3.812 -0.1 0.0 -0.1
H -0.288 2.832 -0.920 -0.1 0.0 0.0
H 3.651 1.546 0.133 0.1 0.0 0.0
H -2.854 0.536 -0.757 0.0 0.1 0.0
H 0.967 3.267 -2.080 0.0 0.1 -0.1
H -2.050 -3.235 2.280 0.0 0.1 0.0
H 1.953 0.793 -4.631 0.0 0.0 -0.1
H -0.963 -1.655 3.983 -0.1 0.1 -0.1
H 5.575 1.988 -1.316 0.0 0.0 0.0
H -2.473 0.694 2.736 0.1 0.0 0.0
H -0.634 0.921 -1.758 -0.2 0.1 -0.1
H 4.126 0.094 -1.780 0.1 0.0 0.0
```
Forces are in eV/Å.

## Properties
SMILES ... C[C@@H]1C[C@@H](O)CC(C)(C)[C@]1(O)/C=C/[C@H](C)O[C@@H]1O[C@H](CO)[C@@H](O)[C@H](O)[C@H]1O
Strongest force on any atom ... 0.81 eV/Å
HOMO-LUMO gap ... 9.93 eV
DFT total energy ... -36634.2258 eV
Charge ... 0
HOMO ... -9.3465 eV
Energy relative to the best compared isomer or geometry (same formula, charge and spin) ... 14.4 kcal per mole